# 1
Entry from the Open Molecules 2025 dataset: a 2-piece molecular cluster, C4H6OS overall at a distorted geometry (ωB97M-V with the def2-TZVPD basis set).

The LUMO energy (alpha / beta) comes out at 0.0082 / -0.0061 Eh. Its net charge is 0. The energy above the lowest of the compared OMol25 structures with the same formula, charge and spin is 140.4 kcal per mole. Its strongest force on any atom is 2.7 eV/A. The orbital gap (alpha / beta) is 7.43 / 8.57 eV. The HOMO energy (alpha / beta) is -0.265 / -0.321 hartree. The value obtained for the molar mass is 102.2 g mol⁻¹.

```
12
Properties=species:S:1:pos:R:3:forces:R:3
C -0.875 -1.545 -1.921 0.8914 0.3029 0.7457
C -0.064 -1.326 -1.052 -1.1760 -0.6973 0.3005
C -0.682 1.238 0.992 0.4550 1.0799 0.3220
C 0.842 -1.052 -0.068 0.7414 0.0582 1.4770
O 0.913 -1.720 1.165 -1.3134 -0.5335 -2.2566
S 2.328 -0.350 -0.596 1.4563 0.6065 0.4390
H -1.441 -1.785 -2.748 -0.9260 -0.3118 -1.0521
H -1.015 0.911 2.014 0.2401 0.2204 -1.3845
H 0.218 1.929 0.968 -1.1841 -1.0921 -0.0041
H -1.399 1.361 0.147 0.6262 -0.3722 0.9704
H 1.408 -1.264 1.826 0.6385 0.9150 0.4063
H 2.146 -0.197 -1.912 -0.4494 -0.1758 0.0363
```
Forces are in eV/Å.



# 2
Entry from the Open Molecules 2025 dataset: one molecule with the formula C14H13Cl2NOS at a distorted geometry (ωB97M-V with the def2-TZVPD basis set).

The LUMO energy comes out at -0.0001 Eh. Its net charge is 0. As for the SMILES: C[C@H](NC(=O)Cc1ccsc1)c1ccc(Cl)cc1Cl. Its strongest force on any atom is 19.6 eV/A. The orbital gap is 8.81 eV. The HOMO energy is -0.324 hartree. The value obtained for the molar mass is 314.2 g mol⁻¹.

```
32
Properties=species:S:1:pos:R:3:forces:R:3
C -0.110 0.425 -2.303 4.4997 -4.3344 -12.9844
H 0.120 -0.664 -2.405 -0.6048 0.3374 -0.4071
H -0.800 0.781 -3.104 -0.1126 -0.8107 0.6348
H 0.818 0.857 -2.750 -0.2385 0.1467 1.1340
C -0.479 0.740 -1.133 -4.2387 9.7537 13.5541
N 0.515 0.537 -0.008 -2.7245 5.8735 -0.0580
C 1.026 1.431 0.912 -4.1007 7.9990 -8.8027
O 0.740 2.738 0.639 0.7758 -5.5401 2.6501
C 2.167 1.050 1.566 4.4615 -2.0426 3.7408
C 3.023 -0.156 1.053 -2.7169 6.7183 1.5128
C 4.002 0.234 0.261 -8.9613 -17.2388 2.8625
S 4.564 -1.374 -0.424 -0.3206 -1.3827 0.7791
C 3.479 -2.501 0.440 -0.5456 14.7513 1.0118
C 2.661 -1.392 1.273 1.8614 -8.9143 -2.9106
H 1.816 -1.830 1.728 -0.8356 0.3388 1.0062
H 3.356 -3.422 0.637 -0.3382 -6.8606 0.5398
H 4.573 0.782 -0.011 11.4656 13.3009 -5.4627
H 2.842 1.809 1.974 -0.2198 0.7323 -1.2770
H 1.843 0.812 2.525 -0.9364 -1.2732 2.2761
H 0.868 -0.282 0.103 2.4232 -6.7722 0.3551
C -1.873 0.342 -0.598 1.1952 0.4761 1.2440
C -3.046 1.285 -0.243 10.4487 2.3106 -5.6832
C -4.173 0.850 0.066 -3.4556 -7.2740 3.6339
C -4.385 -0.554 0.501 3.6531 1.1551 -4.2315
C -3.250 -1.304 -0.004 -3.8546 -4.7916 6.2221
C -1.933 -0.971 -0.188 -1.2823 0.9339 -1.7232
Cl -0.717 -2.334 -0.266 -1.1429 1.6929 -0.0491
H -3.331 -2.355 0.456 -0.1689 0.8824 -1.4075
Cl -5.934 -1.238 0.952 1.2341 0.5167 -0.2755
H -4.969 1.373 0.157 -5.0542 4.1558 0.5527
H -2.792 2.346 -0.689 -0.9136 -2.0013 1.3444
H -0.621 1.985 -1.115 0.7478 -2.8389 0.2181
```
Forces are in eV/Å.



# 3
Entry from the Open Molecules 2025 dataset: C53H55NPSb2Ti as an isolated structure (ωB97M-V with the def2-TZVPD basis set).

The LUMO energy (alpha / beta) comes out at -0.2332 / -0.2444 Eh. Its net charge is +2. The energy above the lowest of the compared OMol25 structures with the same formula, charge and spin is 9.4 kcal per mole. Its strongest force on any atom is 0.9 eV/A. The orbital gap (alpha / beta) is 6.60 / 6.28 eV. The HOMO energy (alpha / beta) is -0.476 / -0.475 hartree. Its spin multiplicity is 2. The value obtained for the molar mass is 1028.4 g mol⁻¹.

```
113
Properties=species:S:1:pos:R:3:forces:R:3
Ti -0.060 0.306 -0.193 0.0420 0.5165 0.4457
C -1.532 4.317 0.837 0.0488 -0.0432 0.0677
C -2.389 3.931 -0.334 -0.0127 -0.0193 -0.0595
C -2.806 4.919 -1.219 -0.0165 -0.0279 -0.0487
C -3.595 4.624 -2.321 0.0185 -0.0170 0.0247
C -3.981 3.316 -2.560 -0.0019 -0.0157 -0.0162
C -3.596 2.318 -1.679 -0.0543 -0.0503 -0.0036
C -2.818 2.615 -0.562 0.0116 -0.0078 0.0468
P -2.339 1.276 0.580 -0.2110 -0.0730 0.0047
C -2.838 1.727 2.264 0.0626 0.0657 -0.0271
C -1.952 1.356 3.278 0.1621 -0.0870 -0.0221
C -2.210 1.658 4.602 -0.0077 0.0030 -0.0093
C -3.363 2.356 4.923 0.0208 -0.0116 -0.0175
C -4.252 2.715 3.926 0.0526 -0.0634 -0.0302
C -4.027 2.405 2.586 0.0571 -0.0555 0.0509
C -5.081 2.819 1.597 -0.0154 -0.0531 -0.0739
C -3.310 -0.184 0.117 -0.0210 0.0297 -0.0648
C -4.498 -0.549 0.744 0.0444 0.0043 -0.0508
C -5.159 -1.703 0.358 0.0364 0.0258 -0.0486
C -4.631 -2.492 -0.654 0.0173 0.0788 -0.0076
C -3.442 -2.141 -1.271 -0.0271 0.0738 0.0010
C -2.758 -0.989 -0.893 -0.0716 0.0082 0.0230
C -1.454 -0.608 -1.514 0.0378 0.0327 -0.2959
H -1.108 5.308 0.687 0.0337 0.0308 0.0114
H -0.712 3.611 0.997 -0.0075 0.0077 0.0070
H -2.105 4.343 1.764 -0.0360 -0.0021 0.0670
H -2.510 5.944 -1.034 0.0288 0.0784 0.0123
H -3.907 5.414 -2.988 -0.0276 0.0627 -0.0436
H -4.596 3.072 -3.415 -0.0224 -0.0087 -0.0329
H -3.936 1.303 -1.847 0.0092 0.0132 0.0089
H -1.037 0.827 3.025 -0.1559 0.0853 0.0541
H -1.515 1.359 5.372 0.0481 -0.0189 0.0461
H -3.577 2.613 5.950 -0.0154 0.0151 0.0681
H -5.159 3.240 4.186 -0.0963 0.0517 0.0287
H -4.966 3.866 1.318 0.0310 0.0949 -0.0626
H -6.065 2.711 2.050 -0.0427 0.0204 0.0049
H -5.069 2.233 0.683 -0.0062 -0.0217 -0.0280
H -4.895 0.054 1.548 -0.0284 0.0398 0.0398
H -6.079 -1.986 0.845 -0.1001 -0.0281 0.0551
H -5.147 -3.389 -0.960 -0.0486 -0.0877 -0.0269
H -3.035 -2.771 -2.053 0.0114 -0.0042 -0.0227
H -1.577 0.353 -2.062 0.0123 -0.1418 0.0318
H -1.168 -1.341 -2.278 -0.0079 0.1333 0.1191
C 1.033 -3.093 -2.566 -0.0837 -0.0819 0.0574
C 1.927 -2.314 -3.534 0.1008 -0.0386 -0.0656
C 2.061 -0.818 -3.253 -0.0221 0.0674 0.0097
Sb 2.909 -0.201 -1.349 -0.1676 -0.0577 -0.1758
C 0.876 0.164 1.649 0.0761 -0.2892 0.2519
C 1.234 -0.763 2.637 -0.0453 -0.1179 0.0348
C 1.949 -0.384 3.761 -0.0258 -0.0194 -0.0431
C 2.334 0.941 3.932 -0.0219 0.0168 -0.0371
C 2.002 1.883 2.973 -0.0190 -0.0046 -0.0259
C 1.283 1.490 1.850 -0.0880 0.0472 -0.2390
C 4.570 -1.454 -0.995 -0.0608 0.1184 0.0532
C 5.478 -0.876 -0.106 -0.0107 0.0360 0.0355
C 6.637 -1.550 0.249 -0.0411 0.0520 -0.0061
C 6.890 -2.805 -0.278 0.0100 0.0077 0.0084
C 5.990 -3.387 -1.159 -0.0171 -0.0032 -0.0172
C 4.834 -2.719 -1.517 -0.0295 -0.0493 -0.0878
Sb 1.129 -2.424 -0.529 0.2488 -0.7041 -0.2006
C 2.532 -3.715 0.397 0.0040 0.1326 0.0004
C 3.371 -3.257 1.406 -0.0200 0.0916 0.0414
C 4.263 -4.131 2.008 -0.0221 0.0270 -0.0154
C 4.320 -5.456 1.603 -0.0077 -0.0025 -0.0095
C 3.484 -5.912 0.596 -0.0182 0.0021 -0.0196
C 2.588 -5.043 -0.010 -0.0245 0.0169 -0.0202
C -0.650 -3.214 0.312 0.0673 0.2408 -0.0395
C -1.358 -2.571 1.316 -0.0105 0.2084 0.1617
C -2.477 -3.179 1.865 0.0700 -0.0046 0.0349
C -2.884 -4.423 1.408 0.0501 0.0157 0.0360
C -2.186 -5.054 0.392 0.0402 -0.0248 -0.0426
C -1.067 -4.450 -0.164 0.0188 -0.0212 -0.0261
H 1.280 -4.156 -2.585 -0.0271 0.0514 0.0019
H -0.021 -3.002 -2.837 0.0687 -0.0231 0.0142
H 1.512 -2.433 -4.540 0.0122 0.0028 0.0444
H 2.920 -2.764 -3.578 -0.1174 0.0480 -0.0130
H 1.077 -0.326 -3.267 0.1476 -0.0473 -0.0294
H 2.667 -0.338 -4.027 -0.0060 -0.0304 0.0270
H 0.942 -1.810 2.554 0.0287 0.1199 -0.0047
H 2.206 -1.120 4.510 0.0201 -0.0575 0.0572
H 2.885 1.235 4.812 0.0455 0.0245 0.0715
H 2.289 2.916 3.103 0.0201 0.0826 0.0076
H 1.022 2.273 1.129 0.0434 -0.1162 0.0404
H 5.287 0.105 0.318 0.0079 -0.0069 0.0001
H 7.337 -1.095 0.933 0.0574 0.0438 0.0567
H 7.791 -3.331 -0.003 0.0802 -0.0519 0.0221
H 6.188 -4.367 -1.566 0.0199 -0.0916 -0.0376
H 4.140 -3.211 -2.182 0.0064 0.0067 0.0064
H 3.349 -2.220 1.721 -0.0110 -0.0527 -0.0106
H 4.916 -3.775 2.791 0.0472 0.0295 0.0568
H 5.015 -6.135 2.073 0.0527 -0.0515 0.0355
H 3.525 -6.944 0.281 0.0016 -0.0662 -0.0217
H 1.946 -5.421 -0.796 -0.0307 -0.0065 -0.0130
H -1.059 -1.589 1.685 -0.0521 -0.2001 -0.0392
H -3.030 -2.677 2.645 -0.0284 0.0366 0.0483
H -3.751 -4.899 1.840 -0.0804 -0.0356 0.0407
H -2.508 -6.019 0.029 -0.0090 -0.0553 -0.0208
H -0.537 -4.954 -0.962 0.0415 -0.0475 -0.0364
C 0.139 4.531 -3.632 -0.0054 0.0072 0.0110
C 1.261 4.119 -2.671 0.0561 -0.0239 -0.0018
C 1.531 5.213 -1.628 -0.0293 0.0012 0.0107
C 2.542 3.765 -3.438 0.0563 0.0473 0.0319
C 0.829 2.919 -1.950 -0.4038 -0.6023 0.3152
N 0.489 1.973 -1.383 0.3036 0.7715 -0.4563
H 0.468 5.414 -4.176 0.0055 0.0446 -0.0284
H -0.775 4.770 -3.094 -0.0480 0.0168 0.0405
H -0.076 3.744 -4.351 -0.0035 -0.0547 -0.0617
H 1.839 6.115 -2.153 0.0173 0.0478 -0.0278
H 2.330 4.924 -0.947 0.0383 -0.0113 0.0412
H 0.635 5.439 -1.052 -0.0391 0.0036 0.0140
H 2.919 4.672 -3.910 0.0051 0.0040 -0.0285
H 2.346 3.031 -4.217 -0.0100 -0.0651 -0.0565
H 3.316 3.385 -2.771 0.0150 0.0123 0.0115
```
Forces are in eV/Å.



# 4
Entry from the Open Molecules 2025 dataset: a 2-piece molecular cluster, C10H9N3O2 overall at a distorted geometry (ωB97M-V with the def2-TZVPD basis set).

The LUMO energy comes out at -0.0019 Eh. Its net charge is 0. The energy above the lowest of the compared OMol25 structures with the same formula, charge and spin is 126.7 kcal per mole. Its strongest force on any atom is 3.6 eV/A. The orbital gap is 6.81 eV. The HOMO energy is -0.252 hartree. The value obtained for the molar mass is 203.2 g mol⁻¹.

```
24
Properties=species:S:1:pos:R:3:forces:R:3
C 2.760 -0.166 -1.949 0.5964 -3.1788 -1.6733
C 2.367 1.174 -2.122 0.4049 2.4052 -0.8522
C 1.893 -1.104 -1.397 1.9197 1.6953 -1.0461
C 1.141 1.671 -1.774 0.9645 -1.3607 1.5973
C 0.690 -0.609 -0.871 -0.3818 -0.3057 0.3570
C 0.327 0.791 -1.006 -0.1093 -0.6314 -0.2256
C -0.245 -1.218 -0.091 0.7088 -1.0800 -0.5425
C -0.790 0.966 -0.253 -0.4657 1.3316 0.2019
C -2.849 -1.444 1.568 0.2873 -1.2665 0.8428
C -1.991 -0.475 1.301 -0.4266 1.4077 3.0506
N -0.255 1.000 2.637 1.8396 1.2663 0.8370
N -1.405 0.783 2.822 -1.0331 -1.2903 -0.9816
N -1.181 -0.251 0.253 0.0881 -1.1032 0.1154
O -0.293 -2.551 0.327 0.4696 2.0263 -1.6369
O -1.535 2.094 -0.049 0.1602 -0.3184 -1.7421
H 3.666 -0.609 -2.573 -1.6841 1.2830 1.7613
H 3.100 1.894 -2.559 -0.6268 -0.7562 0.2685
H 2.214 -2.124 -1.401 -0.2713 -0.5307 0.2413
H 0.901 2.692 -1.662 -0.0453 1.1418 -0.7144
H -3.082 -2.239 0.863 0.0165 0.4934 -0.6730
H -3.195 -1.823 2.554 0.2739 1.3811 -0.4055
H 0.269 1.704 3.402 -1.8989 -1.8155 -1.6928
H -0.750 -2.464 1.140 -0.8624 -0.5899 1.7586
H -1.756 2.308 0.843 0.0758 -0.2045 1.1542
```
Forces are in eV/Å.



- The lowest strongest force on any atom belongs to which entry?
  C53H55NPSb2Ti



- Among the records above, which one has the lowest strongest force on any atom?
  C53H55NPSb2Ti



- Number 3 is which compound?
  C53H55NPSb2Ti